DFT (ωB97M-V/def2-TZVPD) results for a cluster of 2 separate species, C5H13NO2 in total.

Summary:
LUMO (spin up / spin down) in eV: 0.07 / 0.08
Orbital gap (spin up / spin down) in eV: 8.112 / 8.120
E in Eh: -403.3762
ΔE to the lowest compared entry with this formula, charge and spin in kJ/mol: 526.24

```
! wB97M-V def2-TZVPD RIJCOSX def2/J DEFGRID3
* xyz 0 1
C 0.372 0.868 -0.841
C 1.982 -0.140 1.645
C 0.631 2.237 -0.312
C -0.667 0.663 -1.873
N 0.738 -0.179 0.924
O 1.079 -0.190 -0.533
H 2.688 -0.901 1.285
H 2.501 0.832 1.623
H 1.724 -0.350 2.687
H -0.282 2.660 0.116
H 0.914 2.883 -1.153
H 1.413 2.256 0.439
H -1.542 0.245 -1.350
H -0.338 -0.095 -2.587
H -0.953 1.585 -2.378
C -1.846 -2.377 0.274
O -1.875 -0.995 0.589
H -0.976 -0.738 0.898
H -1.650 -3.000 1.155
H -2.825 -2.651 -0.122
H -1.088 -2.615 -0.485
*
```



DFT (ωB97M-V/def2-TZVPD) results for a structure of composition C5H13NO2 in a non-equilibrium geometry.

Summary:
LUMO in eV: 0.65
Orbital gap in eV: 8.300
E in Eh: -403.4376
ΔE to the lowest compared entry with this formula, charge and spin in kJ/mol: 364.88

```
! wB97M-V def2-TZVPD RIJCOSX def2/J DEFGRID3
* xyz 0 1
C -0.508 -0.068 -1.196
C 0.656 -0.536 1.151
C -0.191 0.517 0.612
C -1.863 0.308 -1.749
C 0.733 0.575 2.677
N 1.870 -0.768 0.539
O 0.496 0.665 -1.910
O -0.236 -1.441 -1.407
H 0.674 0.191 -2.744
H -0.758 -1.776 -2.161
H 0.147 -1.426 1.514
H 2.157 -0.031 -0.109
H 1.929 -1.664 0.066
H -1.178 0.629 1.048
H 0.311 1.439 0.336
H -2.049 1.382 -1.661
H -2.657 -0.241 -1.236
H -1.934 0.058 -2.825
H 0.007 0.153 3.375
H 0.650 1.663 2.648
H 1.744 0.371 3.032
*
```



DFT (ωB97M-V/def2-TZVPD) results for a structure of composition C5H13NO2 in a non-equilibrium geometry.

Summary:
LUMO (spin up / spin down) in eV: 0.81 / 0.81
Orbital gap (spin up / spin down) in eV: 8.647 / 8.647
E in Eh: -403.3225
ΔE to the lowest compared entry with this formula, charge and spin in kJ/mol: 667.16

```
! wB97M-V def2-TZVPD RIJCOSX def2/J DEFGRID3
* xyz 0 1
C -0.208 -0.375 -0.145
C 1.631 0.525 0.698
C -2.775 0.563 -0.713
C 0.180 -1.825 -0.238
C 2.272 0.993 -0.580
N -0.338 0.375 0.983
O -2.108 -0.506 -0.127
O -0.432 -0.417 2.114
H -0.961 0.132 2.712
H -0.161 0.222 -1.048
H 1.642 1.288 1.471
H 2.027 -0.404 1.102
H -2.098 1.354 -1.094
H -3.367 0.227 -1.581
H -3.468 1.052 -0.010
H 1.193 -1.926 -0.635
H 0.124 -2.319 0.730
H -0.515 -2.325 -0.911
H 3.290 1.352 -0.382
H 1.717 1.822 -1.026
H 2.354 0.191 -1.317
*
```



DFT (ωB97M-V/def2-TZVPD) results for a cluster of 3 separate species, C5H13NO2 in total in a non-equilibrium geometry.

Summary:
LUMO in eV: 0.43
Orbital gap in eV: 9.668
E in Eh: -403.4678
ΔE to the lowest compared entry with this formula, charge and spin in kJ/mol: 285.77

```
! wB97M-V def2-TZVPD RIJCOSX def2/J DEFGRID3
* xyz 0 1
C -0.571 -0.269 -2.426
N -0.510 0.546 -1.451
C -0.537 0.033 -0.093
C 0.275 0.554 0.828
C -1.607 -0.999 0.224
C -1.256 -2.445 -0.074
H -0.763 0.141 -3.428
H -0.216 -1.276 -2.448
H 0.220 0.330 1.889
H 1.020 1.264 0.424
H -1.743 -0.935 1.327
H -2.465 -0.530 -0.292
H -0.380 -2.729 0.545
H -1.972 -3.248 0.180
H -1.007 -2.594 -1.105
O 5.260 -0.625 0.991
H 4.728 0.194 0.985
H 5.217 -0.696 0.025
O -1.903 3.029 1.420
H -2.012 3.552 0.620
H -1.538 2.193 1.100
*
```



DFT (ωB97M-V/def2-TZVPD) results for a cluster of 2 separate species, C5H13NO2 in total in a non-equilibrium geometry.

Summary:
LUMO in eV: 0.90
Orbital gap in eV: 9.805
E in Eh: -403.4525
ΔE to the lowest compared entry with this formula, charge and spin in kJ/mol: 325.79

```
! wB97M-V def2-TZVPD RIJCOSX def2/J DEFGRID3
* xyz 0 1
C -1.509 0.746 2.564
C -1.988 0.307 1.232
N -1.007 -0.107 0.288
C -0.289 0.852 -0.675
C -0.273 0.279 -2.121
C 0.846 -0.771 -2.189
O 1.753 -0.917 -1.428
H -1.329 1.799 2.694
H -2.190 0.337 3.404
H -0.443 0.352 2.643
H -2.893 1.002 0.867
H -2.540 -0.672 1.342
H -0.244 -0.553 0.779
H 0.662 1.082 -0.130
H -0.961 1.731 -0.845
H -1.385 0.080 -2.409
H -0.042 1.020 -2.804
H 0.984 -1.523 -2.967
O 2.378 -0.518 1.436
H 2.011 -0.410 0.539
H 1.642 -0.486 1.949
*
```



DFT (ωB97M-V/def2-TZVPD) results for a cluster of 3 separate species, C5H13NO2 in total in a non-equilibrium geometry.

Summary:
LUMO in eV: -2.48
Orbital gap in eV: 4.622
E in Eh: -403.3864
ΔE to the lowest compared entry with this formula, charge and spin in kJ/mol: 499.40

```
! wB97M-V def2-TZVPD RIJCOSX def2/J DEFGRID3
* xyz 0 1
N 0.712 0.003 1.610
C -0.265 -0.112 0.499
C -0.774 1.218 -0.051
C -1.865 -3.174 -1.135
C -1.653 -1.686 -0.908
C -0.726 -1.347 0.106
H 1.137 -1.004 1.566
H 1.476 0.642 1.350
H 0.100 1.774 -0.394
H -1.106 1.798 0.848
H -0.966 -3.690 -1.457
H -2.043 -3.451 -0.079
H -2.667 -3.537 -1.825
H -1.987 -0.924 -1.634
H -0.567 -2.098 0.896
H 2.224 3.597 -1.374
H 3.536 2.323 1.912
O 2.846 2.104 1.329
H 2.358 3.044 0.198
H -1.520 1.205 -0.826
O 1.748 3.314 -0.630
*
```



DFT (ωB97M-V/def2-TZVPD) results for a cluster of 2 separate species, C5H13NO2 in total in a non-equilibrium geometry.

Summary:
LUMO in eV: 0.44
Orbital gap in eV: 9.920
E in Eh: -403.5666
ΔE to the lowest compared entry with this formula, charge and spin in kJ/mol: 26.27

```
! wB97M-V def2-TZVPD RIJCOSX def2/J DEFGRID3
* xyz 0 1
C 0.662 1.161 2.880
C -0.062 0.586 1.675
C -0.169 1.573 0.512
C -0.242 0.886 -0.865
C -1.280 -0.206 -0.885
N -0.877 -1.401 -1.382
O -2.413 -0.022 -0.478
H 0.513 0.508 3.751
H 0.223 2.119 3.131
H 1.730 1.272 2.677
H 0.312 -0.378 1.328
H -1.080 0.323 1.963
H -1.017 2.232 0.622
H 0.732 2.178 0.503
H -0.489 1.610 -1.635
H 0.763 0.556 -1.168
H -1.584 -2.112 -1.472
H 0.031 -1.435 -1.810
O 1.370 -2.807 -2.926
H 2.106 -3.064 -3.498
H 0.771 -3.578 -2.923
*
```



DFT (ωB97M-V/def2-TZVPD) results for the molecule C5H13NO2 in a non-equilibrium geometry.

Summary:
LUMO in eV: 0.87
Orbital gap in eV: 10.585
E in Eh: -403.4681
ΔE to the lowest compared entry with this formula, charge and spin in kJ/mol: 284.96

```
! wB97M-V def2-TZVPD RIJCOSX def2/J DEFGRID3
* xyz 0 1
C 2.834 1.034 0.063
O 2.308 -0.174 -0.434
N 1.119 -0.682 0.249
C -0.055 0.097 -0.068
C -0.334 0.046 -1.562
C -1.196 -0.652 0.770
C -2.544 0.029 0.596
O -1.305 -1.988 0.366
H 2.149 1.881 -0.070
H 3.741 1.227 -0.510
H 3.090 0.950 1.128
H 1.318 -0.633 1.251
H 0.000 1.140 0.285
H -0.679 -0.946 -1.840
H -1.085 0.783 -1.837
H 0.583 0.257 -2.107
H -0.903 -0.608 1.835
H -2.870 -0.050 -0.436
H -3.279 -0.466 1.227
H -2.481 1.076 0.882
H -0.411 -2.320 0.210
*
```



DFT (ωB97M-V/def2-TZVPD) results for a structure of composition C5H13NO2 in a non-equilibrium geometry.

Summary:
LUMO in eV: -3.67
Orbital gap in eV: 3.505
E in Eh: -403.1533
ΔE to the lowest compared entry with this formula, charge and spin in kJ/mol: 1111.51

```
! wB97M-V def2-TZVPD RIJCOSX def2/J DEFGRID3
* xyz 0 1
C -2.874 -1.145 -0.281
N -0.751 2.138 0.085
C -0.651 0.841 -0.436
C -1.481 -0.763 -0.652
C -0.688 -0.349 0.502
C 0.771 -0.828 0.760
H -3.351 -1.909 -0.888
H -3.529 -0.274 -0.365
H -2.942 -1.548 0.733
H -1.784 1.663 -0.129
H -0.901 2.086 1.098
H -0.137 0.946 -1.383
H -1.199 -0.109 1.436
H 1.107 -1.245 -0.190
H 0.741 -1.573 1.564
H 1.407 0.017 0.990
H 3.907 -0.436 -1.738
O 2.976 -0.375 -1.506
H 3.245 1.774 0.302
H 3.036 0.228 -0.479
O 3.097 0.860 0.577
*
```



DFT (ωB97M-V/def2-TZVPD) results for a cluster of 2 separate species, C5H13NO2 in total in a non-equilibrium geometry.

Summary:
LUMO (spin up / spin down) in eV: -3.05 / -8.83
Orbital gap (spin up / spin down) in eV: 11.318 / 5.185
E in Eh: -403.1451
ΔE to the lowest compared entry with this formula, charge and spin in kJ/mol: 259.20

```
! wB97M-V def2-TZVPD RIJCOSX def2/J DEFGRID3
* xyz 1 2
C -0.442 2.076 -0.181
O -1.646 2.422 0.433
C -0.256 0.539 -0.213
C 1.229 0.076 -0.534
C 1.845 -0.094 0.855
C 1.739 -1.197 1.601
N -1.226 -0.009 -1.182
H 0.321 2.552 0.473
H -0.305 2.513 -1.178
H -2.041 1.847 1.098
H -0.581 0.118 0.715
H 1.158 -0.892 -1.035
H 1.856 0.783 -1.072
H 2.383 0.815 1.105
H 2.418 -1.540 2.416
H 1.293 -2.053 1.062
H -2.187 -0.113 -0.846
H -1.239 0.486 -2.070
H -0.914 -2.202 -0.374
H -1.731 -3.335 -0.935
O -1.676 -2.791 -0.137
*
```



DFT (ωB97M-V/def2-TZVPD) results for a cluster of 2 separate species, C5H13NO2 in total in a non-equilibrium geometry.

Summary:
LUMO (spin up / spin down) in eV: -4.16 / -9.70
Orbital gap (spin up / spin down) in eV: 10.830 / 5.294
E in Eh: -403.1985
ΔE to the lowest compared entry with this formula, charge and spin in kJ/mol: 118.93

```
! wB97M-V def2-TZVPD RIJCOSX def2/J DEFGRID3
* xyz 1 2
N 0.294 2.307 1.267
C -0.767 2.452 2.069
O -1.878 1.863 1.862
O -0.617 3.203 3.072
H 0.422 1.339 0.947
H 1.152 2.735 1.615
H -1.914 1.434 0.984
C -0.588 -0.031 -1.372
C 0.546 -0.842 -0.764
C 0.117 -1.476 0.550
C 1.040 -1.894 -1.745
H -0.258 0.541 -2.232
H -1.418 -0.672 -1.690
H -0.974 0.703 -0.655
H 1.386 -0.167 -0.560
H 0.958 -1.871 1.105
H -0.576 -2.305 0.366
H -0.433 -0.763 1.172
H 1.542 -1.464 -2.611
H 1.750 -2.573 -1.276
H 0.215 -2.518 -2.103
*
```



DFT (ωB97M-V/def2-TZVPD) results for a cluster of 2 separate species, C5H13NO3 in total in a non-equilibrium geometry.

Summary:
LUMO in eV: 0.47
Orbital gap in eV: 10.032
E in Eh: -478.7328
ΔE to the lowest compared entry with this formula, charge and spin in kJ/mol: 216.87

```
! wB97M-V def2-TZVPD RIJCOSX def2/J DEFGRID3
* xyz 0 1
C 1.460 1.379 1.191
C 1.137 0.803 -0.176
C -0.522 0.647 -0.401
O -0.957 1.914 -0.772
O -1.193 0.226 0.683
O -0.609 -0.249 -1.492
C -1.922 -0.428 -2.004
H 1.035 2.377 1.301
H 1.031 0.789 2.002
H 2.538 1.434 1.359
H 1.758 -0.042 -0.466
H 1.324 1.534 -0.961
H -1.803 2.067 -0.330
H -0.679 -0.646 1.215
H -2.619 -0.699 -1.204
H -2.268 0.480 -2.509
H -1.854 -1.242 -2.725
C 0.940 -2.099 0.657
N 0.219 -1.723 1.644
H 1.858 -2.669 0.752
H 0.499 -2.017 -0.333
H 0.628 -1.835 2.567
*
```